Entry 1:
This record from OMol25 describes a 2-piece molecular cluster, C2H8OS2 overall. The level of theory is ωB97M-V/def2-TZVPD.

Last column: natural (NBO) charge in e.
Element x y z (Å)
S -0.05265 0.15450 -1.39397  0.063
S -1.10615 -1.34963 -0.23143  0.137
O 1.86291 1.97335 1.99351  -0.921
C -1.63510 -0.62104 1.26669  -0.842
C 1.59099 0.49503 -0.62778  -0.779
H 1.70797 1.57660 -0.67706  0.221
H 2.19593 0.13276 -1.50921  0.234
H -2.77521 -0.30834 1.31254  0.232
H -1.29956 -1.36686 2.11554  0.244
H -1.17851 0.36630 1.61621  0.247
H 2.33530 1.44927 1.48359  0.453
H 1.00940 2.21481 1.51281  0.473
H 1.90684 0.02696 0.37048  0.238

Cartesian forces (eV/Å) of the 6 atoms listed first:
S -1.250 -0.846 1.635
S 1.485 0.810 -1.740
O -5.242 4.621 3.313
C -1.222 1.526 3.469
C 0.827 -1.143 -1.323
H -0.082 0.008 0.528

Output
HOMO energy	-8.79	eV
SMILES	CSSC.O
energy relative to the best compared isomer or geometry (same formula, charge and spin)	40.1	kcal per mole
HOMO-LUMO gap	9.13	eV

=====

Entry 2:
This record from OMol25 describes a 2-piece molecular cluster, C4H11NO2 overall. The level of theory is ωB97M-V/def2-TZVPD.

Last column: natural (NBO) charge in e.
Element x y z (Å)
O -2.54134 0.90257 -3.52846  -0.949
O -0.65089 -1.09195 -1.69983  -0.538
N 0.59627 -0.64040 1.32457  -0.607
C 0.01714 -1.60869 -0.84245  0.447
C 0.55343 0.76403 0.81241  -0.223
C -0.32587 -1.52306 0.63181  -0.327
C 1.49734 1.64444 1.58686  -0.615
H -1.37666 -1.23705 0.70915  0.182
H -2.09364 0.51275 -2.76935  0.483
H -0.19184 -2.52902 1.04110  0.213
H 0.88403 0.68741 -0.22284  0.188
H -0.48766 1.08828 0.75418  0.171
H -2.40911 0.27821 -4.24578  0.467
H 2.51840 1.31978 1.39376  0.215
H 1.43679 2.65264 1.20912  0.219
H 0.28528 -0.59177 2.29068  0.354
H 0.91881 -2.18726 -1.11193  0.117
H 1.36952 1.55907 2.66701  0.204

Cartesian forces (eV/Å) of the 6 atoms listed first:
O -0.063 0.134 0.078
O -0.040 0.009 -0.150
N 0.012 0.870 0.146
C -0.126 0.041 0.144
C -0.055 -1.566 -0.332
C 0.160 -0.288 -0.220

Output
HOMO energy	-9.59	eV
SMILES	CCNCC=O.O
energy relative to the best compared isomer or geometry (same formula, charge and spin)	35.2	kcal per mole
HOMO-LUMO gap	10.33	eV

=====

Entry 3:
This record from OMol25 describes C29H47AgClGeN3OSeSi as an isolated structure. The level of theory is ωB97M-V/def2-TZVPD.

Last column: Löwdin charge in e.
Element x y z (Å)
Ag 0.83964 0.78270 1.79498  0.458
Se -0.76817 3.19871 1.14344  0.748
Ge -3.54792 4.39280 -0.04867  0.722
Cl -4.44480 0.65159 0.06934  0.862
Si 2.84877 1.69536 2.86581  0.414
O 0.94744 -3.84008 -4.87414  -0.024
N 2.22408 -1.19254 -1.98065  0.116
N 0.90457 -0.44178 -0.31898  0.028
N 0.91831 -1.44563 -2.24123  -0.102
C 2.76483 1.74042 4.74984  -0.327
C 1.20994 -3.99591 -1.07405  -0.025
C 0.47775 -3.64903 -3.52657  -0.417
C 1.21230 -5.92838 -2.68621  -0.042
C -2.19696 -2.62364 -0.33161  -0.065
C -3.53545 -0.66201 -0.61501  -0.583
C 3.57994 1.14287 6.96178  -0.102
C 1.42586 -4.40720 -2.55080  -0.483
C -1.75955 -4.22236 -2.23486  -0.123
C -4.72179 5.94930 -0.08737  -0.226
C 0.15555 -0.98267 -1.25277  -0.148
C 1.55575 2.41333 6.75237  -0.101
C 0.38394 3.50980 -0.39256  -0.413
C 2.16758 -0.60187 -0.80626  -0.208
C 1.68275 2.37727 5.37166  -0.127
C -3.56254 -0.87261 -1.98408  -0.083
C 2.50849 1.79327 7.55316  -0.109
C -3.02361 3.93904 -1.86856  -0.221
C -0.98804 -4.12446 -3.55090  -0.116
C 4.50780 0.91861 2.42963  -0.276
C -2.82912 -1.51436 0.21647  -0.089
C -4.42391 2.95683 0.92627  -0.363
C 3.02850 3.49735 2.34302  -0.265
C 3.70358 1.11963 5.57569  -0.110
C -2.92853 -1.98783 -2.51290  -0.045
C -1.90006 4.78910 0.93848  -0.599
C 0.49421 -2.10494 -3.45848  -0.019
C -2.25850 -2.89740 -1.69615  -0.248
C 2.88950 -4.14509 -2.92556  -0.044
H 3.53109 -4.64264 -2.19422  0.093
H 4.55120 0.60563 5.13497  0.086
H 1.98721 -6.43794 -2.11137  0.092
H -4.10347 -0.18681 -2.62234  0.111
H -5.46068 2.82212 0.61389  0.012
H 3.04482 -0.25728 -0.28079  0.099
H 1.98483 -3.30394 -0.74133  0.076
H 4.54296 -0.15471 2.63523  0.017
H 0.25111 -3.51717 -0.88989  0.045
H 1.17023 -1.77278 -4.24149  0.142
H -2.29856 4.67624 -2.21671  0.020
H 1.30783 -6.28042 -3.71842  0.085
H -2.11213 5.14372 1.94681  0.011
H -0.20174 3.53845 -1.30701  0.005
H 0.92781 4.44210 -0.25595  0.026
H 5.31060 1.40320 2.99596  0.026
H 3.16048 3.55852 1.25738  0.009
H -4.24619 6.79518 -0.58637  0.018
H -0.49950 -1.72557 -3.69337  0.125
H -0.92308 -1.05548 -1.25146  0.096
H -1.00583 -5.10795 -4.02456  0.119
H -3.89101 2.01470 0.79703  -0.185
H -1.66715 -3.30561 0.32465  0.125
H -3.88208 3.95741 -2.54306  0.020
H -2.99280 -2.16520 -3.58031  0.116
H 2.13471 4.07367 2.59815  0.002
H 3.12901 -4.54419 -3.91141  0.085
H -1.51374 -3.47075 -4.25111  0.111
H 4.32308 0.65247 7.57952  0.096
H 3.89463 3.96778 2.82071  0.028
H 3.13266 -3.07988 -2.91911  0.066
H -5.63307 5.69684 -0.63390  0.018
H -2.80017 -1.32840 1.28166  0.116
H -5.00205 6.25234 0.92271  0.019
H 0.92089 2.84971 4.75707  0.087
H -4.41398 3.21484 1.98735  0.037
H 1.26192 -4.87437 -0.42580  0.096
H 0.71139 2.91743 7.20756  0.096
H 4.72061 1.05990 1.36500  0.009
H -2.56679 2.94885 -1.91252  0.009
H 1.01747 -4.78563 -5.04327  0.088
H 2.41304 1.81698 8.63190  0.095
H -2.63070 -4.86019 -2.41696  0.131
H -1.19262 -4.73411 -1.46362  0.094
H -1.27591 5.53634 0.44720  0.018
H 1.09250 2.68451 -0.43492  -0.012
H 0.24903 -6.26614 -2.30704  0.081

Cartesian forces (eV/Å) of the 6 atoms listed first:
Ag 0.556 -0.224 -0.119
Se 0.062 0.043 -0.014
Ge 0.018 0.091 0.193
Cl -0.134 -4.365 -2.097
Si -0.453 0.053 0.007
O -0.025 -0.013 -0.082

Output
HOMO energy	-6.77	eV
HOMO-LUMO gap	7.13	eV

=====

Entry 4:
This record from OMol25 describes C27H30BrMnN3STe as an isolated structure. The level of theory is ωB97M-V/def2-TZVPD.

Last column: Löwdin spin population.
Element x y z (Å)
Te 1.35522 2.51826 -1.41122  0.055
Br 0.80432 -2.62794 2.60208  0.004
Mn 0.26772 0.70166 0.44828  4.648
S 0.01222 3.16236 1.90248  0.028
N -1.07678 0.32556 2.61328  0.026
N -2.16398 1.55136 0.43048  0.027
N 1.75182 -0.09734 1.91178  0.031
C -1.32228 -4.62894 -0.97662  -0.001
C -2.52388 0.22116 2.46338  0.003
C -0.63408 1.13486 3.74048  0.003
C -0.00828 -4.62564 -1.34482  0.002
C -1.03818 0.51366 -5.20342  0.001
C -1.34928 0.15856 -3.90182  0.001
C 0.65422 2.00496 -4.38062  0.003
C 0.34742 1.66326 -3.07182  0.008
C 0.90622 -1.03674 -0.65842  0.014
C -1.92498 -3.45484 -0.49982  0.002
C 4.08072 0.44116 1.60258  0.001
C -0.03438 1.43906 -5.43612  0.000
C -0.72168 2.63966 3.49928  0.003
C 0.16672 -2.25584 -0.77432  0.011
C 4.44492 -0.89814 1.73018  0.014
C 2.21822 -1.08514 -1.09572  0.015
C 2.15072 -1.36814 2.08708  0.017
C 2.75752 0.80126 1.71788  0.019
C -3.05648 1.35426 1.57738  0.003
C 0.76632 -3.44984 -1.26502  0.001
C -0.66358 0.73836 -2.85332  0.011
C -1.41448 3.86156 0.99858  0.002
C -1.19088 -2.30714 -0.39362  0.007
C 3.44262 -1.82354 2.01558  0.002
C 2.82222 -2.25764 -1.57452  0.000
C -2.09948 2.94016 -0.01582  0.003
C 2.11932 -3.42564 -1.65432  0.010
H 2.83832 -0.19534 -1.06902  0.001
H 0.45872 -5.52884 -1.71052  0.000
H -0.88128 0.44496 -1.81772  0.008
H -2.74718 -0.73634 1.98758  0.000
H -1.53068 2.95406 -0.95352  0.001
H 2.58712 -4.33344 -2.00982  0.001
H -0.70428 -0.61244 2.74948  0.002
H 2.45892 1.84786 1.71008  0.004
H 0.41182 0.88726 3.93128  0.000
H -2.10728 4.21376 1.75868  0.000
H 1.44292 2.71646 -4.56692  0.001
H 4.82952 1.19856 1.42878  0.000
H -1.56678 0.06166 -6.02942  0.000
H -3.08738 2.27966 2.15098  0.000
H 3.86092 -2.22364 -1.87772  0.000
H 5.47262 -1.21444 1.66758  0.001
H -0.15388 3.15756 4.27368  0.000
H -1.00948 4.72556 0.47178  0.000
H -2.50368 0.98456 -0.34642  0.002
H 0.21802 1.71486 -6.45052  0.000
H -1.74388 3.00966 3.52948  0.000
H -2.96888 -3.47204 -0.22062  0.000
H -1.90668 -5.53294 -1.05312  0.000
H 3.66372 -2.86434 2.18958  0.000
H -3.10058 3.35846 -0.21962  0.000
H -4.08648 1.13456 1.26918  0.001
H -1.63188 -1.37984 -0.01182  0.006
H -2.11698 -0.57734 -3.70232  0.000
H -3.03668 0.24626 3.43718  0.001
H -1.20448 0.90636 4.65438  0.001

Cartesian forces (eV/Å) of the 6 atoms listed first:
Te 0.068 0.278 -0.076
Br 0.222 0.195 -0.187
Mn -0.813 0.268 -0.095
S -0.076 -0.051 0.149
N 0.075 -0.615 0.261
N -0.241 -0.216 -0.525

Output
<S²>	8.761
HOMO energy (spin up / spin down)	-6.32 / -6.40	eV
multiplicity	6
energy relative to the best compared isomer or geometry (same formula, charge and spin)	25.3	kcal per mole
HOMO-LUMO gap (spin up / spin down)	6.37 / 6.33	eV

=====

Entry 5:
This record from OMol25 describes C8H10CeN2S as an isolated structure. The level of theory is ωB97M-V/def2-TZVPD.

Last column: Löwdin spin population.
Element x y z (Å)
Ce -0.13836 0.09568 0.44767  0.798
S -0.33245 -0.07237 5.45496  0.001
N -0.27663 -0.37161 2.68877  -0.001
N 0.38026 1.89601 0.81658  -0.058
C 0.79548 -1.96188 -1.09715  -0.002
C 0.57912 -0.87155 -2.00613  0.003
C 2.31576 -0.28164 -0.58488  -0.003
C 1.87085 -1.59600 -0.21730  -0.001
C -0.29594 -0.25152 3.89145  0.001
C -2.34924 1.39408 -0.12401  0.122
C 1.51545 0.16702 -1.68673  0.002
C -2.36665 0.27765 -0.91403  0.104
H -2.01397 2.36867 -0.49612  0.006
H -0.15175 -0.85089 -2.81523  0.002
H -2.08449 0.30203 -1.97415  0.007
H 1.60695 1.12123 -2.20833  0.000
H 2.30207 -2.22920 0.56135  0.000
H 0.27307 -2.92075 -1.11433  0.000
H -2.77758 -0.68210 -0.55654  0.011
H 3.12742 0.27440 -0.11283  0.000
H -2.67452 1.36615 0.92888  0.011
H 0.69513 2.82659 1.11812  -0.003

Cartesian forces (eV/Å) of the 6 atoms listed first:
Ce -0.235 -0.145 -0.095
S -0.029 0.167 1.816
N -0.284 -0.498 4.882
N 0.374 2.192 0.392
C 0.870 0.410 -0.475
C 0.912 -0.311 0.305

Output
<S²>	0.764
HOMO energy (spin up / spin down)	-2.70 / -4.07	eV
charge	-1
multiplicity	2
HOMO-LUMO gap (spin up / spin down)	5.59 / 6.95	eV

=====

Entry 6:
This record from OMol25 describes an isolated ion of composition C8H14N4 and charge +2. The level of theory is ωB97M-V/def2-TZVPD.

Last column: natural (NBO) charge in e.
Element x y z (Å)
N -0.33256 1.95197 0.06873  -0.535
N -1.85706 -0.40861 1.19461  -0.422
N 1.23716 0.42112 0.49340  -0.352
N -3.27393 0.23578 -0.48209  -0.633
C 0.81689 1.66789 0.62322  0.405
C 0.31822 -0.31144 -0.42659  0.220
C -0.89723 0.82787 -0.65264  -0.127
C -2.08890 0.21931 0.03396  0.537
C 2.45971 0.04133 1.02288  -0.409
C -0.14758 -1.64812 0.28592  -0.554
C -0.94460 -1.24594 1.43660  0.263
C 1.16010 -0.48944 -1.70692  -0.634
H 2.38445 -0.80718 1.66912  0.230
H 2.13707 -0.88012 -1.49053  0.253
H 0.56858 -1.15021 -2.48911  0.257
H 3.16615 -0.23674 0.32560  0.234
H -0.97394 1.01147 -1.73609  0.276
H -0.89117 -1.59506 2.52596  0.274
H -0.52977 2.92935 0.05958  0.463
H -4.00750 -0.42755 -0.05207  0.467
H -3.56671 0.69887 -1.34384  0.459
H 1.21868 0.46301 -2.17257  0.231
H 1.30925 2.39391 1.28331  0.269
H 2.80319 0.90638 1.54656  0.239
H -0.80302 -2.17090 -0.46785  0.288
H 0.73452 -2.39695 0.45086  0.300

Cartesian forces (eV/Å) of the 6 atoms listed first:
N 0.465 -0.087 0.007
N -1.534 1.110 0.339
N -3.399 2.971 -0.849
N -1.994 -1.844 0.616
C 0.801 -1.352 1.257
C 0.788 -0.041 -0.225

Output
HOMO energy	-17.97	eV
SMILES	CN1C=[NH+][C@@H]2C(=[NH2+])N=CC[C@@]21C
charge	+2
energy relative to the best compared isomer or geometry (same formula, charge and spin)	0.0	kcal per mole
HOMO-LUMO gap	9.43	eV

=====

| no. | E (eV) | largest force on an atom (eV Å⁻¹) | molar mass (g mol⁻¹) |
| --- | --- | --- | --- |
| 1 | -25920.196 | 7.7 | 112.22 |
| 2 | -9910.716 | 1.6 | 105.14 |
| 3 | -183613.241 | 4.8 | 776.69 |
| 4 | -152447.263 | 2.0 | 691.07 |
| 5 | -35202.062 | 4.9 | 306.37 |
| 6 | -14466.005 | 4.6 | 166.23 |